38
Properties=species:S:1:pos:R:3:forces:R:3 method="wB97M-V/def2-TZVPD" relative_energy_kj_mol=277.8 e_tot_ev=-45071.5558 e_homo_ev=-9.16 gap_ha=0.344 smiles="N[C@H](C=O)CSS.O.O.O.O.O.O.O.O"
S 4.017871 0.776985 -0.265171 0.5 -1.7 -1.4
S 3.550093 2.587086 0.299973 0.0 2.0 2.1
O -0.827432 0.066525 1.880785 0.2 1.2 -0.7
O -1.398362 2.836097 -3.110021 0.5 0.2 0.3
O -2.873915 -1.333598 2.683443 -0.3 -0.1 0.5
O 1.007425 2.305332 -1.782135 0.8 -0.6 -0.7
O -2.166662 -2.284269 -1.547984 -0.2 -0.6 -0.1
O 0.202901 -2.653587 -0.105893 0.3 -0.8 0.9
O 1.074310 -2.706865 2.659001 0.2 0.6 0.5
O -0.600148 2.287160 0.421315 0.4 -0.1 1.3
O -3.442804 1.249366 -0.452999 -0.3 -1.0 2.5
N 0.751907 -0.269431 -0.855319 0.6 -0.9 -3.3
C 1.894899 -1.142794 -0.560842 0.4 0.7 2.1
C 1.366448 -2.411209 0.146904 -0.6 -0.7 -2.6
C 2.825877 -0.455961 0.417009 0.8 1.9 2.2
H -1.473061 2.421470 0.066541 -0.3 0.2 -0.9
H 1.146653 -1.741170 2.697635 0.1 -0.2 0.2
H 0.099469 -0.769726 -1.516496 0.9 0.9 1.0
H -0.575673 0.265097 2.784361 -0.2 0.0 0.3
H 3.512569 -1.038758 1.081925 -0.6 -0.5 -1.1
H -3.683886 -1.791220 2.461040 -0.1 -0.2 -0.1
H -1.244270 -2.486595 -1.326127 -0.2 0.2 0.3
H 1.978115 -3.155757 0.686076 0.1 0.6 -0.2
H 1.148427 1.309891 -1.594296 -0.4 0.9 -0.3
H 0.155283 -2.816529 2.410905 -0.4 -0.2 -0.1
H -3.647422 0.485943 -1.003859 0.2 0.0 -0.3
H -0.740009 2.882389 -2.388703 -0.2 -0.2 -0.5
H -3.554688 0.847939 0.481124 0.3 1.1 -2.1
H 0.124681 2.431382 -0.203750 -0.5 0.3 -0.4
H 3.022817 3.401669 -0.630660 -0.3 -0.8 -0.8
H 2.331031 0.140370 1.211228 -0.5 -0.3 -0.6
H 1.343530 2.496070 -2.684932 -0.3 -0.3 0.9
H 2.605456 -1.304889 -1.405735 -1.3 -0.5 0.0
H -2.240237 2.829515 -2.659801 -0.4 0.0 0.1
H 0.194676 0.091987 -0.107994 0.1 -0.4 1.0
H -2.588218 -3.161120 -1.508512 0.1 0.6 -0.1
H -0.905895 0.979084 1.450603 0.5 -1.2 0.4
H -2.391757 -1.167878 1.871361 0.2 0.1 -0.2